DFT (ωB97M-V/def2-TZVPD) results for a molecular structure, C19H46B2NO27 in a non-equilibrium geometry.

The calculation puts the frontier orbital gap at 9.0 eV. Its HOMO energy is -0.2825 hartree. The energy above the lowest of the compared OMol25 structures with the same formula, charge and spin comes out at 0.0 kcal per mole. The energy is -2887.67390 Ha.

```
! RIJCOSX wB97M-V def2-TZVPD def2/J DEFGRID3
* xyz -1 1
C -3.180 2.508 1.632
C -1.849 2.001 2.042
C -0.584 2.696 1.411
C 0.767 2.272 1.931
N 1.988 2.638 1.111
C 2.254 4.094 1.082
C 1.537 4.667 -0.142
C 1.411 3.408 -1.118
C 2.033 2.215 -0.382
C 3.134 2.107 2.077
C 3.401 0.634 2.143
C 4.719 0.222 3.000
H -4.022 2.401 2.238
H -3.322 1.871 0.760
H -3.333 3.512 1.582
H -1.743 0.794 1.890
H -1.578 1.968 3.059
H -0.738 3.735 1.402
H -0.589 2.577 0.427
H 0.954 1.111 2.071
H 0.602 2.535 2.982
H 3.299 4.410 1.096
H 1.756 4.566 1.921
H 2.299 5.482 -0.405
H 0.549 5.385 -0.034
H 2.047 3.535 -2.077
H 0.265 3.355 -1.296
H 3.032 2.173 -0.644
H 1.673 1.164 -0.598
H 3.100 2.486 2.901
H 4.018 2.595 1.860
H 3.331 0.466 1.073
H 2.553 0.015 2.747
H 4.493 0.469 4.128
H 5.674 0.598 2.820
H 4.864 -0.808 2.741
O 2.828 -0.513 -2.321
C 3.012 -1.473 -1.572
O 2.263 -1.718 -0.658
B 2.922 -2.818 0.211
O 4.096 -3.184 -0.646
C 4.149 -2.297 -1.634
O 5.054 -2.457 -2.453
O 1.867 -3.924 0.268
C 1.813 -4.203 1.513
O 0.965 -4.974 1.987
C 2.652 -3.312 2.249
O 3.210 -2.521 1.554
O 2.700 -3.333 3.421
O -2.099 -3.748 0.191
C -1.739 -2.596 -0.172
O -2.070 -2.002 -1.170
B -1.365 -0.621 -1.128
O -0.418 -0.724 -0.025
C -0.589 -1.938 0.510
O -0.218 -2.117 1.654
O -2.363 0.520 -0.927
C -1.992 1.451 -1.649
O -2.371 2.510 -1.491
C -1.032 0.914 -2.597
O -0.760 -0.267 -2.419
O -0.269 1.613 -3.299
O -2.149 5.194 -1.180
H -1.616 4.349 -1.227
H -3.027 4.885 -1.514
O -0.972 -1.900 4.285
H -0.709 -2.127 3.353
H -0.211 -2.049 4.792
O 2.435 1.101 -5.100
H 1.467 1.135 -5.399
H 2.398 0.761 -4.249
O -5.250 -3.284 2.162
H -4.287 -3.637 2.100
H -5.238 -2.704 2.813
O -0.389 -6.086 -1.745
H -0.621 -5.864 -2.642
H -0.747 -5.533 -1.083
O 0.623 3.861 -4.505
H 0.197 3.049 -4.269
H 1.491 3.773 -4.982
O -3.041 -5.136 2.373
H -2.664 -4.444 1.683
H -2.831 -4.925 3.194
O 0.254 -1.143 -4.708
H 0.067 -1.055 -3.742
H 0.006 -2.061 -4.881
O -3.466 -4.127 -3.143
H -3.345 -3.445 -2.435
H -3.962 -5.019 -2.877
O -5.157 -2.389 -0.465
H -4.802 -2.678 0.497
H -5.168 -1.413 -0.432
O -5.040 0.198 -0.832
H -5.149 0.233 -1.834
H -4.158 0.354 -0.837
*
```

Atom charges from the Löwdin analysis, given in e for atoms 1 to 6: atom 1 (C): -0.0761, atom 2 (C): -0.1954, atom 3 (C): -0.1695, atom 4 (C): -0.0991, atom 5 (N): -0.1359, atom 6 (C): -0.1573